DFT (ωB97M-V with the def2-TZVPD basis set) results for one molecule with the formula C4H7NO2.

Summary:
HOMO-LUMO gap: 10.72 eV
Calculated total energy: -9845.6649 eV
Energy relative to the best compared isomer or geometry (same formula, charge and spin): 37.24 kcal per mole
Max |F|: 0.83 eV/Å
HOMO: -9.88 eV
Multiplicity: 1
SMILES string: O[C@@H]1CN=COC1

Element x y z (Å)
O: 1.25396 1.36767 -0.03060
C: 0.87195 0.08347 -0.48302
C: -0.47166 0.17399 -1.21019
N: -1.50256 0.49283 -0.21080
C: -1.29486 0.21495 1.00985
O: -0.26468 -0.43648 1.58734
C: 0.65523 -0.95447 0.63941
H: 0.44603 1.83553 0.23287
H: 1.71572 -0.34636 -1.01548
H: -0.70480 -0.76911 -1.71544
H: -0.52196 0.95835 -1.97908
H: -1.99228 0.52488 1.78248
H: 0.23445 -1.87598 0.20097
H: 1.55601 -1.24579 1.19022